# 1
9
Properties=species:S:1:pos:R:3:forces:R:3:nbo_charge:R:1 method="wB97M-V/def2-TZVPD" e_lumo_ev=6.70 charge=-2 homo_energy_ev=1.0 energy_ha=-772.509635 orbital_gap_ev=5.670 relative_energy_kj_mol=465.0
S -0.113574 0.292051 1.428149 -0.47 -2.58 1.09 1.482
O 1.911502 -0.574259 -2.547921 -1.21 0.64 1.06 -0.769
O -0.250398 1.360768 2.394524 0.33 1.92 1.05 -1.037
O -0.166848 0.600904 -2.544087 -1.42 0.09 -3.24 -0.567
N 0.296234 0.635922 -1.106271 1.37 -0.12 1.97 -0.424
N -1.546397 -0.244320 1.215029 -0.54 -0.43 -0.84 -1.196
C 0.955917 0.038712 -2.024010 1.40 -0.42 -0.95 0.763
H -1.549640 -0.951549 0.464677 0.28 0.51 0.21 0.333
H 0.463204 -1.158229 2.719910 0.26 0.39 -0.37 -0.585

# 2
83
Properties=species:S:1:pos:R:3:forces:R:3:lowdin_charge:R:1 method="wB97M-V/def2-TZVPD" e_lumo_ev=-6.99 charge=+1 homo_energy_ev=-11.3 energy_ha=-3619.056307 orbital_gap_ev=4.270 relative_energy_kj_mol=40.4
V 3.739926 2.904706 -0.194467 -6.23 2.54 -0.65 1.155
V 4.809917 -1.432074 0.550043 -4.35 -0.90 -2.06 1.178
O 0.439250 -1.626556 -3.898348 0.89 -0.19 0.10 -0.055
O 0.554394 -0.073124 0.506131 0.99 -0.22 -0.42 0.128
O 4.608088 -1.872158 -0.973235 1.03 0.38 2.74 -0.236
O 3.139417 2.724901 -1.658385 2.16 0.43 2.18 -0.242
O 2.728147 1.823122 3.420111 0.38 -0.06 -0.07 -0.087
O 2.694425 -0.509881 0.365828 1.97 0.09 -0.01 -0.060
O -2.061493 -2.602327 -3.437056 0.10 -0.37 0.17 -0.065
O 4.107395 -2.497152 1.452896 1.34 0.51 -0.87 -0.205
O 3.126829 4.324292 0.327374 2.12 -3.77 -1.39 -0.220
O -1.201363 2.003806 1.367263 0.52 1.14 0.98 -0.069
O -1.292867 5.384582 -1.923302 -0.44 0.74 -1.18 -0.056
O 0.668134 -2.919808 0.379449 0.19 0.26 -0.37 -0.069
O 1.964749 1.637967 0.436103 1.38 0.32 -0.13 -0.038
C 1.391424 0.222218 4.552342 -0.93 0.41 0.72 -0.058
C -2.441708 1.494588 1.836686 -0.50 -0.77 -1.75 -0.461
C -0.805980 4.375959 -2.827269 0.99 -0.87 2.67 -0.440
C -2.655638 -1.818363 -1.247364 1.12 -0.01 0.37 -0.074
C 0.736223 2.738943 4.376742 0.48 0.26 0.60 -0.037
C -2.323197 0.267497 2.712467 0.25 0.09 0.40 -0.051
C -3.242435 1.185325 0.559075 -0.89 -0.17 0.18 -0.057
C -2.447016 -3.037782 -2.131284 -0.56 0.72 -0.34 -0.491
C 0.629798 0.619204 -3.142420 0.24 0.42 0.70 -0.053
C 2.697199 -0.696808 -3.620004 0.37 -0.14 0.66 -0.046
C 1.818947 1.686458 4.538294 0.14 -0.59 -0.35 -0.456
C 0.776296 -2.711954 2.705774 -0.07 -0.13 0.73 -0.051
C 0.969699 -3.681051 1.557184 -0.57 0.15 0.80 -0.463
C 1.791826 0.383457 0.400851 0.70 0.41 0.61 -0.696
C 1.272889 -0.780940 -3.094363 -0.97 1.61 -0.98 -0.436
C 0.622706 4.121019 -2.307516 0.10 -0.73 -1.37 -0.081
C -1.707842 3.161100 -2.654311 0.58 0.12 -1.10 -0.048
C 0.073358 -4.904326 1.656028 0.08 -0.49 -0.47 -0.040
C -3.753967 -3.812945 -2.234047 0.18 -0.23 0.00 -0.053
H -1.757800 -0.516036 2.202737 -0.22 -0.15 -0.08 0.063
H -0.627225 1.323094 0.997202 -0.62 -0.20 0.14 0.034
H 1.484297 -1.883063 2.698273 0.06 -0.08 -0.13 0.048
H 2.184401 1.557366 2.667663 0.07 0.27 -0.08 0.037
H -2.638743 0.719486 -0.221070 0.14 -0.09 0.23 0.053
H -1.317525 2.347783 -3.270645 -0.29 0.03 -0.01 0.054
H 2.361847 1.828779 5.474227 0.36 0.48 -0.30 0.137
H -1.758528 -1.195876 -1.335102 -0.05 0.20 -0.11 0.056
H -4.182167 -4.027558 -1.253274 0.23 -0.05 0.11 0.078
H 0.113079 -5.399409 0.681744 -0.18 -0.14 0.04 0.083
H -4.502473 -3.205922 -2.744406 0.15 0.04 -0.20 0.085
H -0.705413 4.655735 -3.874399 -0.61 0.77 0.16 0.142
H -4.091939 0.529468 0.772249 0.07 -0.10 -0.02 0.081
H -1.699387 2.820036 -1.618315 -0.23 0.10 0.06 0.071
H 3.200391 -1.662770 -3.576760 -0.02 -0.01 -0.23 0.078
H 1.051358 1.288328 -2.383735 -0.03 -0.20 0.16 0.052
H -0.447584 0.589734 -2.978013 0.12 -0.32 0.08 0.072
H -2.650685 -2.120321 -0.197773 -0.50 0.06 0.10 0.079
H 0.431391 -5.639385 2.378224 0.20 0.18 0.10 0.087
H 0.138877 2.761719 5.289641 -0.42 -0.02 -0.27 0.089
H 3.282916 -0.000133 -3.011599 -0.09 -0.06 0.24 0.062
H 1.142382 5.076504 -2.266233 0.06 -0.05 0.29 0.088
H -3.688939 2.079947 0.122634 0.25 0.18 0.06 0.078
H 0.156923 2.665886 3.455541 -0.24 -0.48 0.15 0.068
H 1.231486 3.710116 4.308425 0.06 -0.01 0.14 0.085
H -0.973369 -4.719470 1.897543 0.06 0.41 -0.10 0.089
H -0.232936 -2.296174 2.753183 -0.05 0.01 -0.49 0.082
H 2.761543 -0.260154 -4.617031 -0.31 -0.31 -0.17 0.090
H -1.620521 -3.619125 -1.711418 -0.18 -0.35 0.13 0.126
H -3.018834 2.252834 2.367207 0.63 0.38 0.13 0.141
H 0.610283 0.074977 3.803240 0.29 -0.37 -0.29 0.060
H 1.179615 -1.135249 -2.067359 0.30 -0.33 -0.07 0.120
H 2.254879 -0.435777 4.475565 -0.01 0.04 -0.43 0.078
H -3.517465 -1.210682 -1.516013 -0.11 -0.18 0.03 0.088
H 0.701361 -1.055079 0.483439 -0.86 -0.38 0.05 0.103
H 0.927096 -0.052273 5.504338 -0.10 0.19 0.03 0.091
H -1.111052 -2.376364 -3.411534 -0.56 0.02 -0.17 0.038
H 0.658078 3.565842 -1.368291 -0.28 0.38 0.26 0.065
H 1.012804 -3.393243 -0.386669 -0.16 0.06 -0.06 0.108
H 2.005584 -4.029663 1.514986 0.04 0.16 -0.01 0.123
H 0.799142 1.184368 -4.063314 0.09 -0.46 -0.32 0.095
H 0.856250 -3.210578 3.674824 0.34 -0.14 -0.09 0.099
H -3.628762 -4.754639 -2.767861 -0.03 0.05 -0.07 0.078
H -1.816368 0.467913 3.658495 0.13 0.19 -0.04 0.069
H -3.323538 -0.071713 2.982194 0.04 -0.24 -0.16 0.087
H -1.491564 4.936983 -1.095750 -0.02 -0.04 0.01 0.082
H -2.692193 3.445769 -3.022837 -0.20 -0.30 0.30 0.092
H 0.360003 -1.173373 -4.746526 -0.20 -0.24 -0.09 0.114
H 1.161492 3.479467 -3.014914 0.05 0.14 -0.08 0.052

# 3
21
Properties=species:S:1:pos:R:3:forces:R:3:nbo_charge:R:1 method="wB97M-V/def2-TZVPD" e_lumo_ev=0.44 charge=0 homo_energy_ev=-10.3 energy_ha=-423.598194 smiles=CC(C)O.O.O.O orbital_gap_ev=10.782 relative_energy_kj_mol=184.7
O 0.273803 2.286874 4.658668 -0.54 0.20 0.06 -0.936
O -3.858371 -3.085341 -1.392597 0.30 -0.92 -0.10 -0.927
O 3.803902 1.283140 -1.864773 0.00 0.46 -0.94 -0.727
O -6.750866 -2.040932 0.424374 -1.05 -0.12 -0.93 -0.967
C 1.972091 -0.333255 -1.327845 -1.61 0.66 2.12 -0.671
C 2.329573 1.790350 -0.089552 -0.99 -0.70 1.17 -0.632
C 2.460401 1.128042 -1.450541 -0.18 -0.33 0.02 0.093
H 1.786678 -1.129490 -2.067913 0.60 0.94 -0.13 0.233
H 3.145623 2.511567 0.065685 -0.52 -0.33 0.16 0.237
H -4.165194 -3.995524 -1.525622 -0.62 0.38 0.05 0.467
H 2.423817 -0.692700 -0.410904 1.37 -0.87 -0.29 0.208
H 1.035408 -0.214569 -0.727753 -0.33 0.04 -1.21 0.217
H 4.344812 0.521409 -1.676891 -0.09 -0.49 0.21 0.471
H 2.224261 1.010699 0.697072 1.05 0.42 -0.08 0.189
H 0.306853 2.024450 3.738638 0.09 -0.07 -0.17 0.468
H -6.601653 -2.336730 1.317983 0.76 0.37 0.14 0.479
H 1.804060 1.745523 -2.076738 0.51 -0.46 -0.67 0.175
H -2.915732 -3.281062 -1.386162 0.31 0.59 0.08 0.461
H 1.122840 2.069115 5.030669 0.45 -0.13 0.11 0.468
H 1.332232 2.222221 0.036795 0.19 0.66 -0.36 0.206
H -6.074538 -1.483790 0.027406 0.30 -0.30 0.77 0.488